1.
26
Properties=species:S:1:pos:R:3 method="wB97M-V/def2-TZVPD" smiles="C[N@@H+]1C=C(C(C)(C)C)OC1" total_charge=+1 e_above_lowest_kcal_mol=98.7 gap_ev=9.22
H 1.99642 2.23558 -0.64108
C 1.61372 0.15709 -0.04513
H -2.27577 1.18032 0.95903
H 1.28615 0.55330 -2.21039
H -2.43396 -0.67484 -1.23802
C 1.94086 1.63978 0.22685
C 0.12860 0.02632 -0.07813
H 2.41200 -0.62970 1.99945
C -3.43514 -0.85140 0.69266
C 1.89869 -0.14563 -1.53278
H 2.86201 1.88650 0.83022
C -1.95928 0.94058 -0.03397
C -0.97838 -1.15692 0.17766
H -2.33760 1.72849 -0.74069
H -2.88983 -0.96369 1.59347
C 2.40259 -0.85196 0.90234
H -4.12447 -0.04853 0.78306
N -2.18088 -0.50383 -0.20847
O -0.50161 1.15168 -0.04005
H -3.92464 -1.70331 0.19889
H 2.15812 -1.87679 0.71982
H 1.64946 -1.15208 -1.77851
H 2.88867 -0.06475 -1.84245
H 3.47111 -0.72312 0.55051
H -0.79941 -2.09112 -0.15122
H 1.13256 1.93802 0.90692

---

2.
26
Properties=species:S:1:pos:R:3 method="wB97M-V/def2-TZVPD" smiles="C=C(C)C[C@H](O)C(C)(C)O" total_charge=0 e_above_lowest_kcal_mol=45.6 gap_ev=9.99
H -2.77792 -1.53738 -0.54571
C -2.97399 -0.46356 -0.46811
H -0.29761 -0.59647 1.53589
C 2.36230 -0.07004 0.96117
H -3.93858 0.69644 1.78111
H 1.73347 2.12089 -0.65749
H -2.31547 1.16475 2.52266
H -4.05958 -0.36597 -0.34058
C -0.54561 0.10808 0.73670
H 3.45900 -0.06100 0.91304
C 0.06841 -0.30141 -0.56090
H 2.08534 -0.98208 1.50037
C -2.20211 0.14104 0.66705
C -2.85396 0.71091 1.69398
H -0.24707 1.12158 1.01257
H -0.29411 0.29580 -1.40162
H 3.22791 1.34655 -1.22480
C 1.75560 -0.04760 -0.43928
O 2.34395 -1.12193 -1.18965
O -0.13405 -1.67551 -0.83656
H 1.77706 1.22732 -2.19698
H 0.23522 -1.82385 -1.72658
H 2.11484 -1.94094 -0.71283
C 2.13727 1.23907 -1.16212
H 2.05398 0.79602 1.55415
H -2.71429 0.01929 -1.41547

---

3.
28
Properties=species:S:1:pos:R:3 method="wB97M-V/def2-TZVPD" total_charge=0 e_above_lowest_kcal_mol=112.0 gap_ev=8.04
C 1.98647 -2.56513 -1.32747
H -3.41741 -0.87800 1.02432
O -0.41770 -0.42629 0.29499
S 3.63197 0.85529 0.58851
H 2.77418 0.62102 2.86059
H 1.41499 0.60085 1.50176
H -3.62330 1.62798 -0.66696
H -0.41650 1.65239 -1.17603
H 2.19776 2.11463 1.83107
H -2.64766 0.62844 1.53846
H -4.24592 -0.08184 -1.20476
C 2.37672 1.02524 1.89955
H 2.02366 0.17891 -0.92952
C -2.87551 0.05899 0.65790
C -1.49645 -0.07798 -0.08091
C -3.38070 0.55159 -0.70909
H -1.40464 2.20136 -2.64895
O 1.69254 -2.47920 1.21222
H 2.82559 -2.99106 -1.98448
C 2.84213 -0.29187 -0.42858
H 0.79061 -1.99422 1.17160
S 2.80041 -1.85715 0.17898
H -0.39101 0.78307 -2.74144
H 1.65791 -1.67727 -1.81348
C -2.03375 0.28852 -1.41106
C -1.01037 1.37239 -2.05517
H 1.19963 -3.27932 -0.99944
H -2.14758 -0.68000 -2.05900

---

4.
26
Properties=species:S:1:pos:R:3 method="wB97M-V/def2-TZVPD" smiles=CC[C@@H](C#CO)[Si](C)(C)C total_charge=0 e_above_lowest_kcal_mol=64.9 gap_ev=9.64
C -0.17427 -2.35877 0.01604
H 0.50977 -2.21785 0.92226
H -1.79660 0.68426 1.75527
H 1.03206 1.06408 1.75132
C -1.68463 0.02687 -1.56925
H 3.87629 -2.68405 -0.45042
H -2.62953 -0.39380 -1.86323
H -1.77458 1.10063 -1.52470
H -0.87725 -3.23613 0.13850
H 2.31572 1.75498 0.93201
C 1.01004 0.42415 -0.23288
Si -0.67225 -0.54715 -0.07842
H -2.53432 -0.94519 1.59151
C 2.10157 -0.49618 -0.56015
C 3.12700 -1.11564 -0.51329
H 0.72696 1.04090 -1.14790
O 4.13779 -1.90098 -0.78614
H -1.13945 -0.81360 2.43318
C -1.57340 -0.38144 1.63753
H 0.29720 2.95274 -0.59024
H -1.04920 0.00220 -2.39960
C 0.33358 2.73375 0.50512
H 0.49742 -2.61878 -0.76815
H 0.69590 3.59027 1.16964
C 1.27764 1.53889 0.77983
H -0.67982 2.51525 0.89596